1.
{
  "formula": "C30H49CrN4O2SSi",
  "method": "ωB97M-V with the def2-TZVPD basis set",
  "s_squared": 3.796,
  "e_tot_ha": -3273.76579,
  "spin_multiplicity": 4,
  "de_lowest_kcal_mol": 17.75,
  "homo_lumo_gap_ev": [6.562, 7.933],
  "molar_mass_g_mol": 609.90,
  "lumo_energy_ev": [-6.87, -5.68],
  "charge": 2,
  "elements": ["C", "H", "H", "H", "C", "H", "C", "H", "H", "C", "C", "H", "H", "N", "N", "C", "H", "H", "H", "H", "H", "C", "H", "Si", "C", "H", "H", "H", "H", "C", "H", "H", "H", "C", "C", "S", "H", "C", "H", "H", "H", "H", "H", "H", "C", "H", "C", "O", "H", "H", "H", "H", "O", "H", "H", "H", "C", "H", "H", "C", "H", "H", "C", "C", "H", "C", "N", "N", "C", "C", "C", "H", "H", "C", "H", "H", "H", "C", "C", "H", "C", "Cr", "H", "C", "C", "H", "C", "C"],
  "xyz": [[-0.699550, 2.905982, 1.718602], [2.309376, 0.625371, -3.395129], [-4.558321, 0.267581, 0.564051], [1.123320, -4.849610, -0.526699], [3.195336, -2.105885, 2.693819], [2.884367, 0.238523, 4.917211], [1.434731, 2.417157, -4.251642], [1.224037, 3.567797, 2.450536], [3.657581, -1.636450, -1.553768], [3.354478, 0.394006, 2.814620], [2.784604, -1.714139, -0.903045], [0.742347, -3.032623, -4.117900], [-3.739530, 3.312028, -0.877806], [-2.290824, -1.698107, -1.455826], [-0.120290, -2.155490, -1.122068], [-2.862515, -4.163953, -2.551379], [-3.527985, -1.104753, 0.906849], [-4.573324, 1.878228, -0.355650], [1.689565, 3.474744, -4.336060], [2.573216, 1.665949, -1.129017], [4.447842, 1.006657, 4.561996], [2.446872, 1.708961, -3.356243], [2.739036, -2.098345, 4.805965], [1.445195, -2.700542, -1.761507], [-2.565143, 0.862891, 1.191127], [0.631199, 2.573433, 4.024804], [-3.337850, 1.772623, -1.606791], [2.394287, 3.278086, -1.845192], [2.472621, -2.893103, 2.483492], [-1.623316, 3.051163, 0.666805], [2.410036, -2.487291, -4.037410], [-0.059631, 4.745794, 2.661097], [-5.353627, -1.080303, -1.189041], [0.070638, 2.259575, -3.577484], [-1.728864, -0.446396, 3.179775], [0.344056, 2.164925, -1.777601], [-1.894527, 4.194843, -1.161657], [3.620720, -2.114241, 4.153087], [-0.555822, 1.458227, 4.657340], [-2.372634, -0.241525, 4.040041], [1.087460, -1.336303, -3.790922], [1.405639, 2.006885, -5.259626], [-5.038572, -0.819053, -2.896090], [-0.397836, 1.300222, -3.803261], [1.700356, -4.514115, -1.390159], [-0.791675, -4.638835, -2.192105], [-1.575843, -3.899950, -2.128889], [4.455252, -1.010313, 4.427144], [-3.104012, -5.131284, -2.971431], [-0.749185, -0.710121, 3.572317], [3.475171, 1.929624, -3.637127], [2.461288, -0.707850, -0.648405], [0.027759, 0.683987, -1.488338], [4.197044, -3.013765, 4.362033], [2.755517, -4.687252, -1.168041], [4.238719, 0.455610, 2.175735], [-1.719902, 4.351379, -0.098876], [-4.158062, -0.132967, 2.218007], [0.647002, 4.479961, 1.079610], [-3.758541, -0.079855, 1.205312], [0.795602, 0.839463, 3.740541], [1.443916, -5.153151, -2.235626], [3.767925, 0.209580, 4.266221], [-1.319892, -2.641129, -1.598941], [-0.634848, 3.061650, -3.783770], [-1.661307, 0.752180, 2.268703], [2.574675, -0.793474, 2.403229], [0.556898, -0.570392, 1.034713], [2.138063, 2.221231, -1.956925], [1.421484, -2.358416, -3.594756], [-3.842278, -3.182987, -2.458187], [2.740319, 1.283775, 2.680004], [3.109300, -2.221234, 0.007131], [-3.534824, -1.947566, -1.917818], [-4.132285, 0.101582, -1.692440], [4.066623, -2.223684, 2.045381], [-4.841791, -3.361170, -2.826776], [-3.601339, 2.258341, -0.662402], [-0.756714, 1.780038, 2.548350], [-0.832533, 4.966398, -0.004450], [0.328926, 3.977754, 1.988611], [-0.864627, -0.595294, -0.334537], [-2.555474, 4.946806, 0.276810], [1.519287, -0.688854, 1.671361], [-2.552225, 2.037013, 0.400799], [-2.135823, -1.325932, 2.683592], [-4.568040, -0.866919, -1.914749], [0.081687, 1.666561, 3.796739]],
  "atomic_forces_ev_per_a": [[0.01, -0.02, 0.00], [0.03, 0.03, 0.00], [0.03, -0.06, 0.01], [0.01, 0.02, 0.03], [0.00, -0.01, 0.04], [0.01, 0.01, 0.00], [0.02, 0.02, 0.00], [-0.01, 0.01, -0.01], [0.02, -0.04, -0.02], [0.05, 0.02, -0.01], [0.00, -0.03, -0.11], [-0.04, -0.01, -0.01], [-0.02, 0.01, 0.03], [0.14, 0.12, -0.25], [-0.35, 0.09, 0.44], [-0.07, 0.07, 0.01], [-0.01, -0.04, -0.01], [0.03, 0.03, -0.07], [0.00, 0.00, -0.02], [0.00, -0.04, 0.05], [-0.01, -0.01, -0.01], [-0.05, -0.03, 0.00], [0.00, 0.00, -0.01], [0.13, 0.03, 0.00], [-0.04, -0.02, 0.18], [-0.01, 0.00, 0.01], [0.06, 0.13, 0.04], [0.01, 0.01, 0.00], [0.01, 0.00, 0.00], [0.00, 0.01, 0.02], [0.04, -0.01, 0.00], [0.00, 0.02, -0.01], [0.00, 0.00, 0.01], [-0.01, 0.00, -0.01], [-0.02, 0.03, 0.02], [-0.15, 0.19, 0.00], [0.02, -0.01, -0.03], [0.01, -0.06, -0.01], [0.00, 0.00, 0.00], [-0.01, 0.00, 0.00], [0.02, 0.00, -0.01], [0.00, -0.01, 0.00], [-0.02, 0.00, 0.00], [-0.01, 0.01, 0.00], [0.01, 0.04, -0.03], [-0.01, 0.01, -0.01], [0.05, 0.03, 0.03], [0.01, 0.01, 0.00], [-0.01, -0.01, -0.01], [0.00, 0.00, 0.01], [0.01, 0.01, 0.01], [0.03, 0.10, -0.10], [-0.21, -0.41, 0.06], [-0.02, 0.01, 0.00], [0.01, -0.03, -0.02], [-0.01, 0.02, 0.01], [0.07, -0.04, -0.02], [-0.01, -0.02, 0.00], [0.00, 0.00, -0.03], [0.03, -0.05, -0.06], [-0.05, 0.02, 0.01], [-0.01, -0.02, -0.01], [0.00, 0.05, -0.01], [-0.07, 0.04, 0.03], [0.01, 0.02, 0.00], [0.01, -0.02, -0.05], [0.02, -0.08, 0.06], [0.39, -0.01, 0.34], [0.00, -0.04, 0.00], [-0.04, 0.03, 0.07], [0.05, -0.04, 0.00], [0.03, -0.01, 0.00], [-0.01, 0.02, -0.03], [-0.04, 0.01, -0.03], [-0.07, -0.21, -0.02], [0.00, -0.01, 0.03], [-0.01, 0.00, -0.01], [-0.02, 0.12, 0.02], [0.02, -0.02, -0.06], [0.02, 0.01, 0.01], [0.00, -0.01, 0.01], [0.17, -0.08, -0.55], [-0.01, -0.01, 0.00], [-0.14, 0.13, -0.01], [-0.02, 0.01, -0.03], [0.00, -0.01, -0.01], [0.06, 0.04, 0.04], [-0.03, -0.02, 0.03]]
}

---

2.
{
  "formula": "C22H52ClFInNO10P3",
  "method": "ωB97M-V with the def2-TZVPD basis set",
  "e_tot_ha": -3450.56194,
  "spin_multiplicity": 1,
  "homo_lumo_gap_ev": 3.246,
  "molar_mass_g_mol": 752.85,
  "lumo_energy_ev": -0.68,
  "charge": -1,
  "elements": ["H", "H", "C", "H", "O", "O", "H", "H", "H", "H", "P", "H", "H", "O", "O", "H", "H", "H", "P", "C", "H", "H", "H", "H", "H", "C", "H", "O", "C", "H", "H", "H", "C", "N", "O", "C", "H", "H", "C", "O", "H", "H", "O", "C", "In", "H", "H", "C", "H", "C", "F", "H", "H", "O", "H", "H", "C", "H", "H", "H", "H", "C", "Cl", "H", "H", "C", "C", "H", "H", "H", "H", "C", "C", "H", "C", "H", "H", "H", "C", "O", "H", "C", "H", "H", "H", "H", "P", "C", "H", "C", "C"],
  "xyz": [[3.699971, 1.532500, 4.469148], [8.981527, 3.799434, 5.774344], [8.839195, 2.769014, 6.111673], [-5.632096, 0.242750, -3.080043], [7.846127, 3.135187, 3.300915], [0.413243, -0.837701, 2.875530], [2.253118, -3.885321, 4.449467], [5.622544, 4.685459, 3.178965], [3.858675, -1.354444, 3.745879], [-6.582059, 1.047794, -5.057331], [-0.880998, -1.342349, -3.136996], [-2.931312, -2.568264, -0.131520], [0.947516, 0.701774, 4.991927], [-0.835132, -3.077555, -2.855342], [5.622829, 2.420000, 2.886706], [-4.623094, -0.843532, -4.308671], [4.283458, -3.035679, 3.364594], [-4.012302, -4.828585, -1.636802], [6.853471, 1.827517, 3.846382], [0.300585, -3.650440, 0.309094], [-3.455782, -3.380628, -2.712645], [1.286249, -3.450616, -0.121227], [7.219877, 1.424046, 6.612530], [-3.359087, 1.376678, -5.202038], [-0.934895, -3.493152, -3.764751], [-5.046796, -2.775466, -1.103852], [-1.398506, 0.124971, 3.091423], [5.965073, 0.657191, 4.334561], [0.446736, -4.246787, 1.696000], [-5.210368, -4.121519, -3.038878], [4.876403, 0.557870, 2.294777], [-2.446538, 1.096868, -1.120245], [-0.336481, 0.289759, 3.299329], [-5.546802, 0.757355, -7.798822], [1.292927, -2.051884, 4.609475], [4.542110, 1.588081, 2.457167], [-0.633193, 1.515931, 5.058623], [2.986030, -2.198127, 2.494162], [7.365804, 2.471887, 6.331437], [0.974106, -3.274353, 2.601979], [-8.655794, -0.478855, -8.958718], [-0.227964, -2.693730, 0.320080], [6.588746, 2.770381, 5.182552], [6.484753, 5.060706, 2.619075], [-2.992485, -0.348540, -2.036131], [-6.318167, 2.739687, -7.319540], [2.982416, -2.711852, 5.524822], [-6.711887, 0.759054, -8.760817], [6.968699, 5.789384, 3.275515], [3.384870, 1.681537, 3.433157], [-6.107901, -1.904722, -1.678665], [9.261268, 2.114142, 5.341855], [-8.302659, 0.243058, -7.212614], [-1.205879, -2.522843, 2.540316], [-6.039379, 2.844078, -4.912900], [-0.237797, -4.337246, -0.352162], [-4.294224, 1.442176, -4.501557], [-5.488585, -3.408152, -0.212566], [-4.195586, -1.268493, 0.454966], [7.113834, 3.373144, 1.373173], [-0.488621, -4.673135, 2.073875], [-8.278420, 0.473654, -8.371350], [-1.107230, -0.976665, -5.238758], [-4.370978, -0.633601, -6.467300], [2.616318, 0.939415, 3.193571], [-5.406707, -0.531082, -7.028557], [-4.414185, -3.856391, -2.194769], [-0.500001, -0.216284, 5.401045], [-4.070338, 2.327556, -3.733447], [4.223871, 1.963184, 1.481679], [6.114089, 5.585014, 1.732711], [2.488847, -2.820300, 4.553751], [-5.467511, 1.993680, -6.945401], [-6.327548, -0.767784, -6.307580], [-3.798124, -1.839312, -0.502524], [9.408587, 2.616862, 7.033343], [6.988582, 3.091680, 7.150477], [2.935038, 2.677760, 3.390386], [-4.579229, 0.098920, -3.604529], [-6.415112, 1.018209, -10.064798], [-0.008617, 1.143903, 2.699153], [-0.118160, 0.594483, 4.771382], [8.392249, 4.463920, 1.864248], [-8.946697, 1.380018, -8.693749], [-5.422892, -1.414817, -7.831103], [-4.433692, 2.557374, -7.125824], [-0.025725, -2.300414, 3.517554], [-5.700581, 1.782255, -5.341580], [1.165430, -5.068920, 1.662412], [7.477182, 3.975099, 2.213613], [3.451761, -2.332860, 3.475301]],
  "atomic_forces_ev_per_a": [[0.12, -0.17, -0.14], [-0.04, -0.14, 0.06], [0.12, 0.08, 0.03], [2.13, -0.41, -1.10], [0.92, -2.84, 0.16], [-0.58, 0.48, 0.83], [0.11, 0.24, -0.14], [0.23, -0.12, -0.31], [0.10, -0.12, 0.15], [2.02, 1.34, -0.77], [1.08, -0.33, 0.72], [-1.95, 1.33, -0.77], [-0.13, 0.00, -0.03], [-0.61, 0.52, -2.54], [1.38, -0.50, -0.71], [-0.18, 1.80, 1.32], [-0.09, 0.04, 0.13], [-1.16, 2.09, -1.11], [-7.82, 5.18, 0.97], [0.02, 0.03, -0.15], [-2.10, -0.87, 1.04], [-0.08, -0.10, 0.00], [-0.02, 0.00, 0.04], [-1.83, -0.11, 1.18], [0.13, 0.49, 1.64], [2.05, -0.48, 0.85], [0.01, 0.05, -0.06], [4.51, -1.56, -0.76], [-0.13, -0.05, -0.31], [1.69, 0.41, 1.93], [-0.09, 0.21, 0.23], [0.03, -0.25, -0.29], [-0.16, 0.48, -0.03], [-1.61, -0.59, 0.13], [-2.68, -0.71, 0.92], [-0.32, -0.16, -0.05], [0.00, -0.09, -0.06], [-0.06, -0.27, 0.30], [0.10, 0.09, 0.40], [-0.27, -0.55, 1.51], [0.93, 1.98, 1.17], [-0.12, -0.19, 0.11], [0.96, -0.42, 0.52], [-0.09, 0.09, 0.51], [-1.25, -0.07, 0.17], [1.80, -1.46, 0.66], [-0.24, 0.15, 0.06], [1.80, 1.24, -6.05], [0.09, 0.01, -0.15], [-0.21, 0.04, 0.13], [1.89, -1.88, 0.95], [0.03, 0.00, 0.05], [-0.27, 0.64, -2.39], [-1.56, -0.10, 4.62], [0.54, -2.16, -1.10], [0.09, 0.15, 0.03], [-1.01, -0.26, 0.86], [0.22, 1.45, -1.91], [0.77, -1.17, -1.85], [-0.07, 0.21, 0.23], [0.11, 0.27, -0.13], [0.89, -0.55, 0.37], [-0.28, -0.55, 0.31], [-2.31, 0.61, -1.10], [0.07, 0.07, -0.02], [-0.50, -1.90, -0.62], [0.04, 0.67, -0.33], [-0.02, 0.04, 0.03], [-0.55, -1.78, -1.77], [0.11, 0.14, 0.03], [0.14, -0.09, 0.04], [0.48, -0.89, 0.17], [-0.81, 1.63, 0.40], [2.12, 0.60, -1.21], [-1.18, -1.24, 0.79], [-0.07, -0.03, -0.07], [-0.10, -0.05, -0.18], [0.00, -0.07, -0.09], [-0.39, 0.33, -0.89], [-2.09, -1.50, 7.99], [0.01, -0.22, -0.06], [0.08, 0.08, 0.11], [0.12, -0.19, 0.20], [1.47, -1.71, 0.78], [0.11, 1.89, 1.63], [-2.14, -1.33, 0.42], [5.05, 0.83, -7.91], [0.53, 1.59, 0.54], [0.17, 0.07, 0.12], [-0.12, 0.14, -1.10], [-0.08, 0.50, -0.23]]
}